i | A cluster of 2 separate species, C3H4NO in total, computed with wB97M-V/def2-TZVPD.

LUMO level ... -5.4 eV
HOMO level ... -0.627 Ha
Net charge ... +1

Each line ends with the natural charge from an NBO analysis.
Positions of all 9 atoms, in Å:
C: -0.7665 0.0950 0.3932  0.094
C: 1.7140 -0.1907 2.4037  0.450
C: -0.5480 0.1881 -2.0039  0.083
N: -0.5699 0.2774 -0.7791  -0.202
O: 2.4526 -0.6882 3.0989  -0.432
H: -0.0705 -0.5762 0.8546  0.254
H: -1.3363 0.7812 1.0138  0.261
H: 0.2072 0.7022 -2.5238  0.246
H: -1.0827 -0.5890 -2.4575  0.246

ii | The ion C3H4NO with charge +1, computed with wB97M-V/def2-TZVPD.

Structure (SMILES) ... CC#[N+]C=O
LUMO level ... -5.9 eV
HOMO level ... -0.614 Ha
Net charge ... +1

Each line ends with the natural charge from an NBO analysis.
Positions of all 9 atoms, in Å:
C: -1.6789 0.1768 0.1722  -0.780
C: 2.1207 -0.1334 -0.1728  0.526
C: -0.3213 0.3153 0.3494  0.721
N: 0.8231 0.3161 0.1801  -0.316
O: 3.1498 0.4171 -0.0615  -0.337
H: -2.3588 0.7117 0.8200  0.328
H: 1.9141 -1.2665 -0.4783  0.186
H: -1.9499 -1.0162 0.0995  0.342
H: -1.6988 0.4790 -0.9087  0.330

iii | A cluster of 2 separate species, C3H4NO in total, computed with wB97M-V/def2-TZVPD.

LUMO level ... -5.9 eV
HOMO level ... -0.478 Ha
Net charge ... +1

Each line ends with the natural charge from an NBO analysis.
Positions of all 9 atoms, in Å:
C: 1.2886 2.1308 0.3635  -0.716
C: -0.9442 -2.0147 -0.9852  0.543
C: 0.3435 1.2921 0.2734  0.728
N: -1.0382 -2.3279 0.1362  -0.370
O: -0.2945 0.3444 0.1236  -0.564
H: 1.2855 3.0573 -0.1386  0.282
H: 1.8777 1.8199 1.1826  0.281
H: -1.0905 -1.9344 -2.0251  0.301
H: -1.4278 -2.3675 1.0696  0.514

The winner here is i, beating the second structure by 5.6 kcal/mol.

i | A cluster of 2 separate species, C2H4BrFO in total, computed with wB97M-V/def2-TZVPD.

LUMO level (spin up / spin down) ... 0.7 / 0.3 eV
HOMO level (spin up / spin down) ... -0.296 / -0.270 Ha

Each line ends with the natural charge from an NBO analysis.
Positions of all 9 atoms, in Å:
C: 1.1198 -0.6986 0.1413  0.002
C: -1.3303 0.5227 0.3844  -0.037
O: 1.5373 0.0480 -0.8383  -0.644
F: -2.1972 -0.4200 -0.0196  -0.355
Br: -1.0369 2.0023 -0.5975  0.076
H: 0.6236 -1.5367 0.1140  0.150
H: 1.5939 -0.4633 1.1126  0.159
H: -1.6538 0.8552 1.4307  0.156
H: 1.3438 -0.3095 -1.7276  0.492

ii | A structure of composition C2H4BrFO, computed with wB97M-V/def2-TZVPD.

LUMO level (spin up / spin down) ... 0.6 / -0.2 eV
HOMO level (spin up / spin down) ... -0.310 / -0.269 Ha

Each line ends with the natural charge from an NBO analysis.
Positions of all 9 atoms, in Å:
C: -1.5638 -0.4873 0.2164  -0.067
C: 2.5841 0.3633 0.0711  0.038
O: -2.0393 0.3006 -0.7283  -0.668
F: 2.7677 1.6204 -0.2382  -0.323
Br: 0.9300 -0.4148 -0.1742  0.097
H: -1.5133 -1.5148 0.1507  0.149
H: -1.8827 -0.1040 1.1213  0.157
H: 2.6841 0.1752 1.2065  0.132
H: -1.9669 0.0615 -1.6254  0.486

The winner here is i, beating the second structure by 13.7 kcal/mol.

i | A cluster of 2 separate species, C4H4N2O in total, computed with wB97M-V/def2-TZVPD.

Structure (SMILES) ... O=C1C=C=NC=N1.[H][H]
LUMO level ... -1.2 eV
HOMO level ... -0.354 Ha

Each line ends with the natural charge from an NBO analysis.
Positions of all 11 atoms, in Å:
O: 2.4873 -1.4532 -0.1981  -0.530
C: 1.3570 -1.0562 -0.1004  0.657
C: 1.1913 0.4912 0.1954  -0.497
C: -0.0959 0.5904 0.2601  0.576
N: -1.2014 0.0452 0.1850  -0.527
C: -0.9692 -1.3067 -0.0867  0.300
N: 0.1976 -1.8283 -0.2245  -0.496
H: 2.0685 1.1088 0.2955  0.297
H: -1.5797 2.8507 -0.3815  0.017
H: -1.5850 2.4621 0.2412  -0.011
H: -1.8704 -1.9040 -0.1860  0.212

ii | The molecule C4H4N2O, computed with wB97M-V/def2-TZVPD.

Structure (SMILES) ... O/C=C1/C=CN=N1
LUMO level ... -0.5 eV
HOMO level ... -0.335 Ha

Each line ends with the natural charge from an NBO analysis.
Positions of all 11 atoms, in Å:
C: 1.5908 0.6687 -0.0810  0.321
C: 0.1815 0.4628 0.2356  -0.136
C: -1.1658 1.1675 0.0304  -0.232
C: -2.0131 0.1086 -0.0685  -0.107
H: 2.0119 -1.2902 0.3452  0.539
H: 2.2220 1.6197 -0.3974  0.216
H: -1.4322 2.2467 0.1453  0.240
H: -3.0375 -0.0035 -0.2164  0.212
N: -1.3949 -1.0387 -0.1007  -0.200
N: -0.1773 -1.0093 0.0900  -0.209
O: 2.4601 -0.3353 -0.0626  -0.644

iii | The molecule C4H4N2O, computed with wB97M-V/def2-TZVPD.

LUMO level (spin up / spin down) ... -1.0 / -1.0 eV
HOMO level (spin up / spin down) ... -0.307 / -0.307 Ha

Each line ends with the natural charge from an NBO analysis.
Positions of all 11 atoms, in Å:
C: 0.2249 -0.7766 0.8237  -0.035
C: 0.3773 0.1972 -0.2097  -0.216
C: -1.0363 0.5173 -0.6347  0.569
C: 1.4742 0.7834 -0.7085  -0.210
N: -1.0758 -0.9478 0.9487  -0.196
N: -1.8475 -0.2408 0.1621  -0.410
O: -1.3725 1.2876 -1.5051  -0.567
H: 0.9594 -1.3159 1.3801  0.220
H: 2.4678 0.5509 -0.3646  0.197
H: 1.3687 1.5199 -1.4881  0.225
H: -1.5402 -1.5753 1.5962  0.423

iv | The molecule C4H4N2O, computed with wB97M-V/def2-TZVPD.

Structure (SMILES) ... Oc1cccnn1
LUMO level ... 0.4 eV
HOMO level ... -0.348 Ha

Each line ends with the natural charge from an NBO analysis.
Positions of all 11 atoms, in Å:
C: -0.8608 0.0371 0.0069  0.451
C: -0.2027 1.2361 -0.0577  -0.265
C: 1.1650 1.0945 -0.0161  -0.189
C: 1.7452 -0.1214 0.0526  -0.064
H: -2.5065 -0.8941 -0.0679  0.500
H: -0.8077 2.1448 -0.0631  0.242
H: 1.8303 1.9411 0.1607  0.223
H: 2.7726 -0.2649 0.0215  0.204
N: 1.0199 -1.2611 -0.0561  -0.160
N: -0.2762 -1.1643 0.0217  -0.284
O: -2.1968 0.0716 0.0344  -0.658

The winner here is iv, beating the second structure by 22.7 kcal/mol.

i | A cluster of 2 separate species, C4H4N2O in total, computed with wB97M-V/def2-TZVPD.

Structure (SMILES) ... C1=NC1.N#CC=O
LUMO level ... -1.1 eV
HOMO level ... -0.380 Ha

Each line ends with the natural charge from an NBO analysis.
Positions of all 11 atoms, in Å:
N: 2.7180 -0.6557 1.3684  -0.216
C: 2.0424 -0.5960 0.4306  0.143
C: 1.2377 -0.5713 -0.8028  0.323
O: 0.2675 -1.2680 -0.9376  -0.424
C: -1.6606 -0.0103 0.2352  -0.319
C: -0.8165 1.1427 0.2548  0.033
N: -1.9294 1.4316 0.7462  -0.278
H: 1.6084 0.1035 -1.5892  0.165
H: 0.1633 1.5465 0.0216  0.190
H: -2.1274 -0.3246 -0.6954  0.191
H: -1.5034 -0.7984 0.9681  0.190

ii | The molecule C4H4N2O, computed with wB97M-V/def2-TZVPD.

Structure (SMILES) ... O=Cc1cnc[nH]1
LUMO level ... 0.2 eV
HOMO level ... -0.351 Ha

Each line ends with the natural charge from an NBO analysis.
Positions of all 11 atoms, in Å:
O: -2.1868 -1.4482 0.2005  -0.540
C: -1.8214 -0.2960 0.0582  0.399
C: -0.4206 0.1019 0.0030  -0.069
C: 0.2440 1.2964 -0.0973  -0.020
N: 1.5967 1.1005 -0.0447  -0.453
C: 1.7505 -0.2049 0.0520  0.201
N: 0.5544 -0.8586 0.0999  -0.504
H: -2.5429 0.5336 -0.0267  0.127
H: -0.1942 2.2776 -0.2017  0.214
H: 2.7138 -0.7083 0.1181  0.207
H: 0.3065 -1.7939 -0.1613  0.436

iii | The molecule C4H4N2O, computed with wB97M-V/def2-TZVPD.

Structure (SMILES) ... C=Cc1cnno1
LUMO level ... -0.2 eV
HOMO level ... -0.341 Ha

Each line ends with the natural charge from an NBO analysis.
Positions of all 11 atoms, in Å:
C: -0.6377 1.9051 1.5222  -0.316
C: -1.2286 1.2363 0.4588  -0.274
C: -0.3002 0.2861 -0.1083  0.245
C: -0.4173 -0.5819 -1.1933  -0.145
H: 0.4966 1.7493 1.6944  0.229
H: -1.2039 2.6630 1.9287  0.198
H: -2.3094 1.2073 0.2231  0.247
H: -1.2092 -0.6729 -1.8117  0.204
N: 0.5666 -1.5397 -1.2288  -0.185
N: 1.2299 -1.3901 -0.1820  0.116
O: 0.8941 -0.1890 0.4706  -0.319

The winner here is ii, beating the second structure by 79.1 kcal/mol.

i | The molecule C4H4N2O, computed with wB97M-V/def2-TZVPD.

LUMO level (spin up / spin down) ... -0.9 / -0.4 eV
HOMO level (spin up / spin down) ... -0.268 / -0.279 Ha

Each line ends with the natural charge from an NBO analysis.
Positions of all 11 atoms, in Å:
C: 0.7324 -1.3095 -0.0363  -0.107
C: 1.1074 0.0098 -0.0027  -0.085
C: -1.4801 0.5459 -0.1155  0.727
C: 1.4363 1.2327 -0.0300  -0.405
N: -0.5475 -1.7280 -0.0001  -0.312
N: -1.4283 -0.7313 0.1415  -0.428
O: -2.0432 1.5660 0.1173  -0.463
H: 1.3243 -2.1938 -0.0825  0.231
H: 1.5687 1.8474 -0.9032  0.209
H: 1.7529 1.9079 0.9061  0.202
H: -2.4227 -1.1471 0.0053  0.430

ii | The molecule C4H4N2O, computed with wB97M-V/def2-TZVPD.

Structure (SMILES) ... O=c1cc[nH]cn1
LUMO level ... 0.6 eV
HOMO level ... -0.331 Ha

Each line ends with the natural charge from an NBO analysis.
Positions of all 11 atoms, in Å:
O: 2.4937 -1.3697 -0.1451  -0.503
C: 1.4988 -0.7349 -0.0534  0.737
C: 1.1308 0.6257 -0.0129  -0.535
C: -0.1577 1.1298 -0.0090  0.143
N: -1.2943 0.4439 -0.0661  -0.655
C: -1.1346 -1.2983 0.0677  0.264
N: 0.0064 -1.7592 0.1034  -0.494
H: 1.9463 1.3396 0.0118  0.241
H: -0.2138 2.2246 0.0517  0.202
H: -2.1063 1.0775 -0.0430  0.399
H: -2.1691 -1.6790 0.0949  0.201

iii | The molecule C4H4N2O, computed with wB97M-V/def2-TZVPD.

LUMO level ... -0.9 eV
HOMO level ... -0.352 Ha

Each line ends with the natural charge from an NBO analysis.
Positions of all 11 atoms, in Å:
O: 2.1228 -0.9274 0.8488  -0.533
C: 1.5177 -0.9758 -0.1970  0.490
C: 0.9778 1.6600 -0.2508  0.197
C: -0.2597 1.4396 0.1401  -0.402
N: -1.1517 0.3837 0.2867  -0.593
C: -0.8842 -0.9231 -0.0514  0.324
N: 0.2254 -1.4614 -0.3283  -0.514
H: 1.9899 -0.7316 -1.1657  0.137
H: -0.6259 2.4436 0.3963  0.296
H: -2.1221 0.6239 0.4124  0.414
H: -1.7900 -1.5314 -0.0911  0.185

iv | The molecule C4H4N2O, computed with wB97M-V/def2-TZVPD.

Structure (SMILES) ... O=c1cc[nH]cn1
LUMO level ... 0.4 eV
HOMO level ... -0.343 Ha

Each line ends with the natural charge from an NBO analysis.
Positions of all 11 atoms, in Å:
O: -1.9947 1.3138 1.2381  -0.563
C: -1.1801 0.6043 0.6835  0.589
C: 0.1155 0.2103 1.2429  -0.346
C: 1.0575 -0.3345 0.4507  0.026
N: 0.8134 -0.5195 -0.9044  -0.576
C: -0.4621 -0.2199 -1.3547  0.269
N: -1.4299 0.1690 -0.6150  -0.493
H: 0.2841 0.4078 2.2919  0.238
H: 2.0342 -0.6305 0.8272  0.218
H: 1.5585 -0.8949 -1.4807  0.423
H: -0.7963 -0.1060 -2.3795  0.215

The winner here is iv, beating the second structure by 40.8 kcal/mol.

i | The molecule C4H4N2O, computed with wB97M-V/def2-TZVPD.

Structure (SMILES) ... O=Cc1cnc[nH]1
LUMO level ... 0.3 eV
HOMO level ... -0.348 Ha

Each line ends with the natural charge from an NBO analysis.
Positions of all 11 atoms, in Å:
O: -2.1766 -1.3923 -0.1599  -0.542
C: -1.8608 -0.2320 0.0081  0.382
C: -0.4746 0.1588 0.0595  -0.061
C: 0.2307 1.3360 -0.1040  -0.012
N: 1.5446 1.0279 -0.2319  -0.482
C: 1.6820 -0.2609 -0.0324  0.215
N: 0.5273 -0.8961 0.1782  -0.511
H: -2.6412 0.5211 0.1530  0.134
H: -0.0410 2.4005 -0.1387  0.230
H: 2.6495 -0.7431 -0.0696  0.201
H: 0.5600 -1.9199 0.3376  0.447

ii | The molecule C4H4N2O, computed with wB97M-V/def2-TZVPD.

Structure (SMILES) ... O=C1N=CN2C[C@@H]12
LUMO level ... -0.5 eV
HOMO level ... -0.366 Ha

Each line ends with the natural charge from an NBO analysis.
Positions of all 11 atoms, in Å:
C: -1.4127 0.0030 0.0070  0.605
C: 0.0923 1.4294 -0.0208  0.316
C: 1.0259 -0.8052 0.4716  -0.219
C: -0.0785 -0.6016 -0.5137  -0.173
H: 0.6043 2.4421 0.0746  0.213
H: 1.7168 -1.4371 0.0454  0.209
H: 1.0569 -0.6556 1.5898  0.230
H: -0.1596 -1.3813 -1.2630  0.238
N: -1.2315 1.3140 0.0663  -0.468
N: 0.9031 0.3069 -0.4761  -0.409
O: -2.5170 -0.6146 0.0189  -0.541

iii | The molecule C4H4N2O, computed with wB97M-V/def2-TZVPD.

Structure (SMILES) ... Oc1cnccn1
LUMO level ... 0.4 eV
HOMO level ... -0.346 Ha

Each line ends with the natural charge from an NBO analysis.
Positions of all 11 atoms, in Å:
C: -0.6716 0.4418 -0.7374  0.478
C: -0.9563 -0.9305 -0.4476  -0.030
C: 1.1061 -0.9436 0.6358  -0.081
C: 1.2312 0.4185 0.6807  -0.007
H: -1.1394 2.3254 -0.9992  0.510
H: -1.9492 -1.5838 -0.4400  0.229
H: 1.5704 -1.6293 1.4517  0.210
H: 2.1170 0.9830 1.0616  0.223
N: -0.0830 -1.5318 0.2295  -0.378
N: 0.2744 1.1058 -0.0490  -0.484
O: -1.4996 1.3444 -1.3861  -0.670

The winner here is i, beating the second structure by 33.2 kcal/mol.

i | A cluster of 2 separate species, C4H7N3S in total, computed with wB97M-V/def2-TZVPD.

LUMO level ... 0.3 eV
HOMO level ... -0.302 Ha

Each line ends with the natural charge from an NBO analysis.
Positions of all 15 atoms, in Å:
C: -0.1640 -1.5328 -0.4064  -0.021
C: 0.4382 -0.8413 0.7096  -0.348
C: 1.1040 0.1743 0.1537  0.274
C: -2.3085 0.2608 0.8136  -0.504
N: 0.0051 -0.8957 -1.4801  -0.288
N: 0.8536 0.1005 -1.1691  -0.369
N: 1.9780 1.0597 0.8361  -0.820
S: -2.5516 0.6839 -0.7502  0.203
H: -0.8035 -2.4360 -0.2304  0.216
H: -1.9856 1.1829 1.4139  0.151
H: 0.5729 -1.0837 1.8157  0.244
H: 1.2182 0.6806 -1.8907  0.402
H: 2.7250 1.4243 0.3336  0.367
H: 1.5272 1.8633 1.1766  0.372
H: -2.6088 -0.6408 -1.3260  0.122

ii | The molecule C4H7N3S, computed with wB97M-V/def2-TZVPD.

Structure (SMILES) ... [H]/N=C(\C=C)N/C=N\S
LUMO level ... -0.5 eV
HOMO level ... -0.311 Ha

Each line ends with the natural charge from an NBO analysis.
Positions of all 15 atoms, in Å:
C: 1.6463 0.8913 -0.1266  0.249
C: -0.6782 0.2130 -0.1092  0.391
C: -1.5572 -0.8828 -0.1599  -0.302
C: -2.8637 -0.7555 0.2496  -0.299
H: 5.0174 -0.1315 -0.6101  0.165
H: 1.3012 1.9909 -0.0868  0.239
H: 0.9766 -1.1488 -0.0501  0.430
H: -2.1019 1.6246 -0.1140  0.365
H: -1.2579 -1.9338 -0.4256  0.218
H: -2.9778 0.0698 0.9375  0.201
H: -3.7321 -1.4173 0.0539  0.218
N: 2.9154 0.8913 0.1066  -0.600
N: 0.7639 -0.1209 -0.0718  -0.635
N: -1.1025 1.4085 0.2055  -0.675
S: 3.6505 -0.6987 0.2010  0.034

The winner here is ii, beating the second structure by 12.9 kcal/mol.